Entry from OMol25: a structure of composition C43H87Br2Cl19O5Si2 at a distorted geometry (ωB97M-V/def2-TZVPD).

Results
LUMO level, eV: 0.46

```
! wB97M-V def2-TZVPD RIJCOSX def2/J DEFGRID3
* xyz 0 1
Br -0.0668 0.6091 3.3791
Br -3.4429 2.9437 1.2783
Cl 0.5840 -2.5338 -1.3638
Cl 3.2738 -9.8790 -1.3579
Cl 6.5925 -6.0807 7.0442
Cl 6.3204 -10.6187 -0.0540
Cl -0.1380 11.0959 -3.7389
Cl 4.9728 -14.9932 4.8391
Cl 2.7085 1.9870 -3.6545
Cl -1.9246 10.4652 -6.5539
Cl -3.8918 -0.5674 7.5498
Cl 8.0093 -8.9781 5.9116
Cl -4.6843 -0.6909 4.2473
Cl -5.9293 3.4558 5.0270
Cl -4.3506 3.4477 8.0407
Cl 5.4886 -12.7013 7.3244
Cl 4.0903 3.7236 -1.0341
Cl 0.2980 4.3921 6.0352
Cl -1.2194 3.9738 -7.6310
Cl 3.0466 4.1517 4.0340
Cl -4.2044 3.8479 -6.0025
Si 0.2523 -1.4096 0.3410
Si -0.5752 1.3745 0.2160
O -1.9512 -0.8197 -2.6477
O 2.0706 -3.2865 1.2434
O 0.6468 0.1912 0.1395
O 4.3508 -9.3201 3.2033
O 3.0970 -6.3980 2.4545
C 1.6078 3.1851 6.1458
C -2.3447 2.5936 -7.5507
C 5.1598 -11.7614 -0.7747
C -1.2134 5.2247 -4.2949
C 5.4954 -14.4764 7.4795
C 1.3829 -2.1177 1.7078
C -2.3916 7.2033 -5.4428
C 0.3158 2.9907 -0.0783
C -5.8015 -0.8889 5.6224
C 4.2405 1.6427 -2.8069
C -6.4634 8.6165 -6.9789
C 4.1738 1.9681 -1.3359
C -4.2917 4.7282 6.8014
C -2.3733 6.2614 -4.2302
C 0.3980 3.4534 -1.5554
C -1.9139 0.9474 -1.0301
C 2.5983 -7.7152 2.5422
C -2.7281 2.0273 3.9107
C 2.5636 -5.6060 1.4049
C -3.8266 7.6671 -5.8241
C -1.7747 1.4089 -3.5655
C -0.6257 4.5619 -1.8671
C 2.9472 3.7641 5.7707
C -0.2230 5.3708 -3.1264
C -3.9847 7.9019 -7.3416
C -2.2852 2.0013 2.4728
C -7.6019 8.1309 -7.9057
C 4.3929 -11.1470 -1.9186
C 3.7845 -10.4982 3.7519
C -5.4110 -0.0219 6.7926
C 4.7606 -11.6703 3.7361
C 6.0506 -15.1543 6.2524
C 6.3816 -8.3495 5.5247
C -5.1287 8.8539 -7.7270
C -1.7620 12.0329 -5.7233
C -5.6001 4.8674 6.0645
C -3.7848 3.0339 -7.5305
C 6.3546 -6.8467 5.4483
C -1.3746 0.4802 -2.4057
C 3.6251 -8.7697 2.1162
C -0.3960 12.2045 -5.1106
C 1.7123 -4.4586 1.9613
C -1.1769 1.4194 2.0179
H 3.5409 -10.2866 4.8003
H 7.0207 -14.7473 5.9784
H -4.1148 8.5521 -5.2529
H -1.6518 4.1888 -1.9236
H 3.1611 -9.5697 1.5324
H -1.1511 -1.5045 0.7935
H -1.5987 4.2072 -4.3668
H -0.1740 6.4308 -2.8659
H 0.6483 -4.6638 1.7926
H -4.4991 6.8498 -5.5515
H 5.0593 -10.7029 -2.6535
H 0.3905 12.0239 -5.8389
H -0.2891 0.3329 -2.3753
H 3.7922 -11.9102 -2.4108
H 2.3621 -7.9066 3.5953
H -0.6683 5.4253 -5.2179
H -0.2897 13.2181 -4.7273
H -2.0983 2.0114 -6.6653
H 2.0007 -6.1966 0.6781
H 3.1588 4.6722 6.3298
H 5.0305 2.2004 -3.3033
H -4.1216 6.9532 -7.8642
H 6.0984 -8.7654 4.5608
H 5.0758 1.6084 -0.8435
H -2.1767 6.8857 -3.3532
H 0.8177 -2.3173 2.6209
H -4.0612 5.6594 7.3162
H 4.4913 -12.0984 0.0143
H 6.1172 -14.7167 8.3404
H 2.8498 -10.7939 3.2685
H 5.6922 -8.7227 6.2786
H -7.5790 7.0430 -7.9929
H -1.8068 2.4432 -3.2315
H 7.1242 -6.4697 4.7798
H -2.7656 1.1058 -3.8997
H -2.7183 1.0238 4.3213
H 3.7295 3.0364 5.9807
H 5.7316 -12.6155 -1.1340
H -1.9336 12.8104 -6.4663
H 4.3607 -8.3073 1.4522
H 4.4779 -14.7987 7.6855
H 4.4338 0.5786 -2.9334
H -6.7930 -0.6069 5.2715
H -2.0479 2.6600 4.4884
H 1.6753 -7.8719 1.9753
H 5.3836 -6.5200 5.0793
H 1.3745 3.9193 -1.6826
H 1.6308 2.8383 7.1777
H 4.6049 -12.3509 2.8944
H -1.9930 6.7101 -6.3335
H 6.1630 -16.2202 6.4441
H 1.3441 2.3467 5.5061
H 4.6628 -12.2780 4.6317
H -1.8079 8.0967 -5.2410
H -5.5640 5.7393 5.4135
H -5.2815 1.0162 6.4969
H -3.0597 8.3614 -7.6977
H -6.3709 7.8905 -6.1728
H -4.0042 3.7161 -8.3483
H -6.4358 4.9811 6.7502
H -4.8321 9.8997 -7.6317
H -1.0379 1.3050 -4.3646
H 2.1501 -1.3706 1.9349
H 0.7793 5.0770 -3.4454
H -2.1578 1.9815 -8.4316
H -8.5625 8.3873 -7.4536
H 1.9526 -4.3248 3.0196
H 1.3389 2.8281 0.2828
H -4.4368 2.1661 -7.6185
H -2.5448 12.0942 -4.9712
H -3.4744 4.4966 6.1223
H -0.5883 5.2484 -1.0165
H -3.7347 2.4226 4.0242
H -1.3418 -1.2977 -3.2138
H -0.0902 3.8043 0.5259
H -2.5278 1.8286 -1.2208
H -6.7907 9.5634 -6.5442
H -3.3373 5.7751 -4.0817
H -2.5992 0.1790 -0.6660
H -7.5464 8.5848 -8.8941
H -6.1846 -0.0696 7.5575
H 0.3616 2.6344 -2.2727
H 3.3992 -5.1602 0.8587
H -5.8159 -1.9421 5.8914
H 3.3105 1.5019 -0.8637
H 5.8036 -11.3507 3.6942
H -5.3330 8.7008 -8.7918
*
```

---

Entry from OMol25: a cluster of 11 separate species, C43H87NO23S8 in total at a distorted geometry (ωB97M-V/def2-TZVPD).

Results
LUMO level, eV: 0.02
Structure (SMILES): O=S1(=O)CCCC1.O=S1(=O)CCCC1.O=S1(=O)CCCC1.O=S1(=O)CCCC1.O=S1(=O)CCCC1.O=S1(=O)CCCC1.O=S1(=O)CCCC1.O=S1(=O)CCCC1.CCOC(=O)OC.CCOC(=O)OC.CNC(C)=O

```
! wB97M-V def2-TZVPD RIJCOSX def2/J DEFGRID3
* xyz 0 1
S -1.0178 -1.1853 4.7941
S 2.1190 -0.4154 -3.7211
S -6.9998 -1.6260 -0.5040
S 5.3530 -3.5928 -0.4842
S -1.1427 4.4337 -0.8263
S 3.7621 2.2374 5.1953
S -4.0899 -5.3579 0.0221
S -3.0269 3.0860 3.0466
O 0.8956 -0.8922 0.5001
O -1.8405 1.1788 -5.2622
O -5.1330 -5.2576 -0.9792
O 1.4502 0.6839 -3.0761
O -2.5027 2.8404 -3.8425
O -0.5039 -2.3955 5.3909
O -4.3219 -4.8152 1.3396
O 5.3517 2.4705 -2.1958
O 5.5165 -3.0329 -1.8089
O 3.7885 3.2825 4.1871
O -8.3437 -2.0454 -0.1406
O 5.5560 0.9909 -0.4798
O 3.5051 -0.2389 -4.1870
O -0.9262 3.2460 -5.2312
O -3.0916 1.6714 2.7182
O -1.6618 3.0808 -0.9245
O 6.2305 0.4214 -2.4387
O 2.9361 2.3342 6.3791
O 6.5201 -4.0670 0.1745
O -3.6681 4.1437 2.2683
O -6.3851 -2.0225 -1.7742
O -0.3459 4.8946 0.2936
O -0.3936 0.0861 5.0104
N -0.9003 0.3672 -0.2160
C -3.3806 -2.2465 4.2853
C 5.3990 1.8202 5.8996
C 0.3620 0.1963 0.2276
C 4.1144 -4.9251 -0.5154
C 3.3837 0.6078 4.4230
C -0.1126 3.0044 -6.4265
C -1.7981 -0.7068 -0.4253
C -2.1769 3.2725 5.6317
C 1.1977 1.4344 0.2592
C -1.2785 4.0836 4.7147
C -5.4246 0.3342 0.2008
C 4.9797 1.9838 0.3834
C -3.4647 3.1108 4.8414
C -1.2532 -1.4687 3.0353
C 0.7724 -2.5585 -4.6954
C 4.5072 -0.2663 5.0591
C -6.8112 0.2070 -0.4336
C 3.2345 -3.3422 1.1281
C -0.3349 4.3168 -7.1980
C -0.8719 6.0598 -2.9559
C -1.5868 -5.9541 -0.4054
C -1.2666 3.5692 3.2576
C 5.7655 0.6239 5.0980
C 7.7653 0.8447 -4.2476
C 3.4215 -4.8679 0.8562
C -2.8428 -1.0505 5.0339
C -5.7564 -2.0084 0.8719
C -3.2474 1.8664 -3.1355
C 5.7388 1.3942 -1.7671
C -0.2047 4.8215 -2.3303
C 2.1575 -1.9579 -2.8030
C -2.5358 5.5973 -1.2029
C -3.6361 -7.1540 0.1263
C -1.7560 2.2997 -4.8394
C 6.3594 0.3990 -3.8625
C 1.9304 -3.0269 -3.8705
C -2.3528 -7.2716 -0.7630
C -2.4050 6.0594 -2.6603
C -5.4267 -0.5984 1.4339
C -2.5200 -2.3930 3.0217
C 0.9906 -1.1005 -5.0725
C -2.5296 -4.7661 -0.5998
C 4.4110 -2.4713 0.5895
H 1.3764 -1.8708 -2.0426
H -6.9224 0.7676 -1.3578
H 1.4669 1.7372 -0.7542
H -1.1524 1.2373 -0.6609
H -1.9530 -3.3253 3.1653
H -6.0695 -2.8292 1.5102
H 2.3040 -2.9534 0.7164
H 0.9315 2.9894 -6.1181
H 6.4143 -0.6624 -4.0995
H 5.2640 1.5460 6.9445
H -2.2489 -3.7958 -0.2018
H -2.6083 1.0979 -2.6961
H 4.6568 -1.1033 4.3770
H 3.9826 2.2592 0.0530
H -7.5863 0.5416 0.2588
H 4.2838 -0.6241 6.0619
H -6.2589 -0.2849 2.0718
H -0.1897 -2.7249 -4.2115
H 4.2491 -1.5717 -0.0058
H -0.2564 3.8915 5.0506
H 3.1311 -1.9820 -2.3185
H -4.5093 -7.7210 -0.1808
H -2.9498 -0.8143 6.0934
H -3.9110 1.2335 -3.7328
H -1.6209 -0.5517 2.5665
H 1.8484 -4.0496 -3.5063
H -0.7188 2.7113 2.8682
H -2.7921 7.0589 -2.8361
H -2.7444 6.4179 -0.5162
H 6.1397 0.8894 4.1061
H 2.4177 -5.2560 0.9960
H -3.3729 -7.3193 1.1706
H 0.7740 -3.1206 -5.6333
H -4.9047 -2.3867 0.3061
H -2.7372 -7.4677 -1.7665
H -3.8931 2.3310 -2.3960
H 8.3906 0.4409 -3.4514
H -0.3419 -1.7989 2.5433
H -1.5577 5.1320 4.8082
H -1.7568 2.2635 5.7100
H -3.4629 5.0278 -1.1054
H -2.7980 -0.7071 0.0052
H -1.0646 4.3417 2.5164
H 5.5534 0.8868 -4.3985
H 0.8185 5.0701 -2.0607
H -1.2466 -6.0977 0.6196
H 3.1888 -3.2052 2.2089
H -5.2244 1.3652 0.4863
H 4.9720 1.4254 1.3225
H -0.4142 2.0865 -6.9197
H 2.0249 1.3080 0.9518
H -4.4371 -2.0756 4.0694
H 1.5478 -0.8282 -5.9704
H 2.3733 0.3295 4.7150
H -1.3367 -1.5599 0.0885
H 5.6314 2.8331 0.5821
H -0.2753 3.9652 -2.9955
H 4.6595 -5.7842 -0.9083
H 2.8548 -2.9757 -4.4539
H 6.6172 0.1221 5.5647
H -2.2679 3.6293 6.6543
H -3.3881 -3.0674 5.0025
H -0.5493 6.9874 -2.4816
H -4.0859 2.2385 5.0224
H -2.8150 -4.7224 -1.6538
H 5.9759 2.7432 5.8659
H 0.6232 2.2956 0.6137
H -4.7418 -0.0656 -0.5512
H -0.7289 -5.7650 -1.0513
H -2.9597 -2.6647 2.0646
H -4.5493 -0.3434 2.0296
H -3.0900 -0.1034 4.5456
H 0.0562 -0.5503 -5.1876
H 0.2584 4.3311 -8.1122
H 5.1747 -2.1020 1.2777
H 7.8775 1.9109 -4.4369
H -2.8722 5.2785 -3.2586
H 3.4260 -4.7058 -1.3368
H -1.6894 -0.9703 -1.4834
H 4.2046 -5.2268 1.5245
H -1.3884 4.3840 -7.4829
H -0.2165 5.2332 -6.6230
H -0.8155 6.1343 -4.0404
H 8.0575 0.3406 -5.1705
H 3.4645 0.7292 3.3446
H -3.9881 4.0680 4.9236
H -1.7339 -8.1544 -0.6044
*
```

---

For the records above, the corresponding frontier orbital gap values read 9.4 9.8 eV.